Entry 1:
Here is a molecular structure, C22H27Cl3O8PS2V from OMol25. Energies are from ωB97M-V/def2-TZVPD.

ORCA input file:
```
! RIJCOSX wB97M-V def2-TZVPD def2/J DEFGRID3
* xyz 2 1
V 0.711 -0.062 0.016
O 3.807 0.117 -2.115
S 2.869 0.670 -1.227
O 2.722 0.081 0.147
O 1.388 0.490 -1.653
C 3.117 2.366 -0.925
C 4.211 3.002 -1.477
C 4.509 4.299 -1.067
C 3.742 4.920 -0.096
C 2.639 4.276 0.467
C 2.332 3.003 0.035
S 0.777 2.366 0.628
O -0.255 2.848 -0.229
O 0.708 2.407 2.047
O -1.001 0.013 -0.247
H 4.835 2.481 -2.192
H 5.359 4.810 -1.497
H 3.991 5.919 0.237
H 2.036 4.773 1.217
C -3.168 1.717 1.208
C -3.598 1.020 -0.093
C -5.057 0.552 0.073
C -3.467 1.981 -1.280
P -2.563 -0.473 -0.308
C -2.753 -1.540 1.108
C -3.596 -2.653 1.073
C -3.760 -3.429 2.208
C -3.092 -3.100 3.381
C -2.267 -1.983 3.426
C -2.101 -1.200 2.297
C -2.624 -1.345 -1.930
C -4.073 -1.551 -2.402
C -1.909 -2.696 -1.781
C -1.869 -0.511 -2.981
H -3.779 2.615 1.307
H -2.127 2.034 1.190
H -3.351 1.100 2.086
H -5.656 1.440 0.284
H -5.177 -0.130 0.916
H -5.465 0.091 -0.823
H -4.027 2.885 -1.036
H -3.897 1.572 -2.192
H -2.433 2.274 -1.462
H -4.135 -2.920 0.176
H -4.415 -4.289 2.178
H -3.225 -3.708 4.265
H -1.760 -1.717 4.344
H -1.469 -0.324 2.355
H -4.704 -2.055 -1.671
H -4.037 -2.181 -3.292
H -4.547 -0.613 -2.684
H -2.460 -3.410 -1.175
H -0.909 -2.589 -1.356
H -1.797 -3.120 -2.780
H -2.271 0.491 -3.107
H -1.973 -1.031 -3.934
H -0.804 -0.437 -2.765
Cl 0.047 -4.004 1.307
C 1.636 -3.286 1.036
Cl 2.925 -4.365 1.446
Cl 1.775 -2.786 -0.691
C 1.698 -2.014 1.915
O 2.315 -1.855 2.897
O 0.838 -1.033 1.420
*
```

## Properties
**LUMO energy (spin up / spin down)**: -8.6 / -8.6 eV
**Maximum force**: 0.6 eV/Å
**Molar mass**: 671.86 g mol⁻¹
**HOMO level (spin up / spin down)**: -15.342 / -15.342 eV
**Electronic energy**: -133831.3436 eV

Atomic partial charges in e from the Mulliken method, atoms 1 to 4: number 1, V, carries 0.909; number 2, O, carries -0.589; number 3, S, carries 1.439; number 4, O, carries -0.593

Entry 2:
Here is a molecular structure, C22H27ClDyN5O8 at a distorted geometry from OMol25. Energies are from ωB97M-V/def2-TZVPD.

ORCA input file:
```
! RIJCOSX wB97M-V def2-TZVPD def2/J DEFGRID3
* xyz 0 6
Dy -0.363 -0.302 1.064
C -2.052 -1.235 -3.568
O -2.397 -2.217 -2.589
C -2.138 -1.888 -1.322
O -1.727 -0.792 -0.966
N -2.353 -2.912 -0.473
N -2.226 -2.659 0.907
H -2.369 -1.647 -4.524
H -0.974 -1.055 -3.557
H -2.576 -0.303 -3.357
H -2.905 -3.698 -0.799
H -1.916 -3.507 1.375
H -3.128 -2.333 1.296
Cl -0.566 -1.255 3.659
C 0.768 -2.426 3.682
C 1.333 -2.567 2.252
O 2.526 -2.902 2.158
O 0.566 -2.366 1.281
H 0.379 -3.383 4.032
H 1.551 -2.063 4.350
N 3.319 -1.474 0.138
C 3.878 -0.260 0.770
C 2.939 0.343 1.901
O 3.481 1.052 2.719
O 1.725 -0.006 1.832
H 4.006 -1.906 -0.481
H 2.471 -1.245 -0.423
H 3.025 -2.181 0.923
H 4.046 0.517 0.019
H 4.832 -0.501 1.238
O -4.517 -1.135 1.505
C -3.953 -0.090 1.783
C -4.641 1.189 2.255
C -3.479 2.111 2.613
C -2.266 1.298 2.194
O -1.080 1.640 2.255
N -2.610 0.084 1.738
H -5.303 0.973 3.093
H -5.246 1.581 1.437
H -3.412 2.325 3.680
H -3.493 3.063 2.084
C 0.412 4.755 0.066
C 1.657 4.161 -0.066
C 1.770 2.817 -0.365
C 0.626 2.025 -0.522
C -0.630 2.642 -0.395
C -0.731 3.989 -0.107
N 0.657 0.643 -0.755
C 1.242 0.137 -1.861
C 1.227 -1.272 -2.046
C 1.769 -1.853 -3.178
C 2.375 -1.080 -4.155
C 2.387 0.302 -3.998
C 1.832 0.904 -2.894
H 0.328 5.809 0.287
H 2.550 4.754 0.071
H 2.752 2.372 -0.453
H -1.518 2.029 -0.550
H -1.705 4.451 -0.021
H 0.693 -1.890 -1.320
H 1.707 -2.926 -3.304
H 2.803 -1.542 -5.031
H 2.830 0.925 -4.762
H 1.814 1.980 -2.818
*
```

## Properties
**LUMO energy (spin up / spin down)**: 0.3 / 0.3 eV
**Maximum force**: 1.3 eV/Å
**Molar mass**: 687.44 g mol⁻¹
**⟨S²⟩**: 9.328
**HOMO level (spin up / spin down)**: -6.992 / -6.999 eV
**Electronic energy**: -83694.9484 eV

Atomic partial charges in e from the Mulliken method, atoms 1 to 4: number 1, Dy, carries 0.192; number 2, C, carries -0.371; number 3, O, carries -0.523; number 4, C, carries 0.756

Entry 3:
Here is a molecular structure, C22H27ClF3LuN6O7S at a distorted geometry from OMol25. Energies are from ωB97M-V/def2-TZVPD.

ORCA input file:
```
! RIJCOSX wB97M-V def2-TZVPD def2/J DEFGRID3
* xyz -2 1
Lu 10.965 8.536 9.346
N 11.836 9.469 7.341
C 12.422 8.542 6.362
C 11.853 7.149 6.551
O 12.302 6.240 5.832
N 10.988 7.012 7.555
C 10.545 5.652 7.863
C 10.178 5.546 9.351
O 9.911 4.447 9.791
O 10.310 6.628 10.095
H 10.985 9.863 6.970
H 12.500 10.214 7.524
H 13.503 8.427 6.549
H 12.334 8.828 5.297
H 11.280 4.940 7.559
H 9.706 5.409 7.223
N 15.454 10.796 6.449
C 15.816 10.513 7.852
C 15.265 11.604 8.742
N 13.822 11.414 8.844
C 13.122 12.671 9.173
C 11.624 12.487 8.971
N 11.181 11.381 9.903
H 15.697 9.961 5.883
H 14.436 10.842 6.473
H 15.452 9.551 8.132
H 16.907 10.538 7.987
H 15.836 11.627 9.709
H 15.444 12.595 8.235
H 13.558 10.621 9.471
H 13.256 12.984 10.257
H 13.523 13.437 8.568
H 11.064 13.451 9.130
H 11.464 12.199 7.947
H 11.713 11.334 10.772
H 10.202 11.516 10.204
S 12.083 10.155 12.636
C 10.471 9.652 12.604
C 9.687 9.774 13.805
C 8.389 9.349 13.781
C 7.896 8.760 12.585
C 8.730 8.695 11.476
N 9.974 9.124 11.471
H 10.204 10.187 14.633
H 7.855 9.345 14.716
H 6.898 8.457 12.438
H 8.376 8.263 10.540
O 7.527 9.828 6.654
Cl 8.179 10.261 7.869
O 7.213 10.695 8.878
O 9.146 11.267 7.557
O 8.936 9.040 8.415
F 20.545 7.771 12.329
C 19.679 8.738 12.675
F 19.775 8.790 14.012
F 20.280 9.887 12.282
C 18.305 8.477 12.078
C 18.210 8.203 10.729
C 16.963 8.148 10.106
C 15.801 8.273 10.895
C 15.902 8.556 12.257
C 17.154 8.712 12.821
C 14.502 8.299 10.289
C 13.361 8.244 9.831
H 19.098 7.924 10.116
H 16.915 7.853 9.074
H 15.010 8.648 12.867
H 17.220 8.916 13.864
*
```

## Properties
**LUMO energy**: 4.2 eV
**Maximum force**: 2.5 eV/Å
**Molar mass**: 786.97 g mol⁻¹
**HOMO level**: -2.310 eV
**Electronic energy**: -111655.6144 eV

Atomic partial charges in e from the Mulliken method, atoms 1 to 4: number 1, Lu, carries 2.241; number 2, N, carries -0.159; number 3, C, carries -0.156; number 4, C, carries 0.293

Entry 4:
Here is a molecular structure, C22H27ClIrO at a distorted geometry from OMol25. Energies are from ωB97M-V/def2-TZVPD.

ORCA input file:
```
! RIJCOSX wB97M-V def2-TZVPD def2/J DEFGRID3
* xyz 0 6
C -2.455 -1.597 -2.093
C -2.422 -1.717 -3.520
C -2.073 -0.434 -4.066
H -2.606 -2.635 -4.078
C -1.876 0.481 -2.972
C -2.096 -0.243 -1.744
H -1.996 0.145 -0.736
H -2.655 -2.411 -1.405
H -2.006 -0.211 -5.125
H -1.596 1.520 -3.045
Ir -0.452 -1.120 -2.834
Cl 0.132 -2.926 -1.599
C 3.225 -0.627 -1.873
C 2.302 0.386 -2.133
C 1.314 -0.107 -3.171
H 2.275 1.386 -1.712
C 1.801 -1.439 -3.530
C 2.921 -1.748 -2.711
H 3.459 -2.691 -2.722
H 4.034 -0.603 -1.143
H 0.910 0.587 -3.917
H 1.500 -2.001 -4.409
C -1.815 3.831 0.860
C -0.828 2.707 0.550
C 0.552 3.300 0.290
C -0.770 1.652 1.647
C -1.304 1.861 2.904
C -1.165 0.907 3.914
C -0.447 -0.268 3.682
C 0.123 -0.529 2.453
C 0.935 -1.817 2.246
C 2.244 -1.799 3.036
C 0.104 -3.037 2.646
C -0.001 0.442 1.376
O 0.548 0.260 0.254
H -1.446 4.445 1.687
H -2.800 3.437 1.122
H -1.928 4.475 -0.016
H -1.154 2.192 -0.368
H 0.873 3.895 1.156
H 1.283 2.506 0.119
H 0.526 3.952 -0.588
H -1.821 2.800 3.111
H -1.610 1.085 4.891
H -0.312 -1.007 4.477
H 1.164 -1.876 1.172
H 2.050 -1.825 4.115
H 2.850 -2.669 2.770
H 2.820 -0.896 2.810
H -0.856 -3.025 2.118
H 0.629 -3.959 2.380
H -0.085 -3.035 3.726
*
```

## Properties
**LUMO energy (spin up / spin down)**: 0.5 / -1.8 eV
**Maximum force**: 3.6 eV/Å
**Molar mass**: 535.13 g mol⁻¹
**⟨S²⟩**: 8.828
**HOMO level (spin up / spin down)**: -4.821 / -8.104 eV
**Electronic energy**: -40654.3987 eV

Atomic partial charges in e from the Mulliken method, atoms 1 to 4: number 1, C, carries -1.109; number 2, C, carries -0.309; number 3, C, carries -0.714; number 4, H, carries 0.397

Entry 5:
Here is a molecular structure, C22H27CoN6OS from OMol25. Energies are from ωB97M-V/def2-TZVPD.

ORCA input file:
```
! RIJCOSX wB97M-V def2-TZVPD def2/J DEFGRID3
* xyz 2 1
Co 0.536 1.095 -0.540
C 1.906 -4.540 -1.028
C 1.052 -3.979 -2.154
N 1.365 -2.578 -2.466
C 1.001 -1.552 -1.708
S 1.514 0.040 -2.220
N 0.271 -1.764 -0.633
N -0.075 -0.618 0.004
C -0.794 -0.685 1.077
C -1.292 -1.951 1.677
C -1.107 0.623 1.667
C -1.946 0.812 2.754
C -2.215 2.106 3.173
C -1.636 3.176 2.503
C -0.799 2.909 1.435
N -0.543 1.663 1.031
H 1.619 -5.573 -0.834
H 1.767 -3.970 -0.111
H 2.963 -4.528 -1.294
H -0.008 -4.037 -1.907
H 1.215 -4.540 -3.072
H 1.948 -2.382 -3.264
H -0.894 -2.809 1.147
H -2.383 -1.984 1.624
H -1.009 -2.006 2.730
H -2.386 -0.038 3.256
H -2.877 2.279 4.011
H -1.826 4.197 2.800
H -0.322 3.709 0.882
O 1.277 2.885 -0.971
C 2.403 3.316 -0.176
C 2.783 2.197 0.750
C 3.810 2.353 1.665
C 4.175 1.276 2.450
C 3.513 0.067 2.283
C 2.493 -0.011 1.361
N 2.115 1.046 0.620
H 1.303 3.319 -1.831
H 2.138 4.218 0.378
H 3.243 3.552 -0.832
H 4.322 3.303 1.743
H 4.977 1.370 3.170
H 3.789 -0.808 2.853
H 1.974 -0.941 1.182
N -1.023 1.515 -1.701
C -2.109 0.541 -1.745
C -2.074 -0.492 -2.665
C -3.101 -1.426 -2.667
C -4.149 -1.320 -1.764
C -4.183 -0.263 -0.864
C -3.163 0.676 -0.854
H -0.644 1.630 -2.638
H -1.399 2.409 -1.395
H -1.256 -0.573 -3.370
H -3.087 -2.231 -3.389
H -4.952 -2.043 -1.779
H -5.016 -0.158 -0.182
H -3.203 1.519 -0.174
*
```

## Properties
**LUMO energy**: -6.4 eV
**Maximum force**: 0.5 eV/Å
**Molar mass**: 482.50 g mol⁻¹
**HOMO level**: -14.094 eV
**Electronic energy**: -82690.8108 eV

Atomic partial charges in e from the Mulliken method, atoms 1 to 4: number 1, Co, carries -1.132; number 2, C, carries -1.054; number 3, C, carries -0.430; number 4, N, carries -0.186

Entry 6:
Here is a molecular structure, C22H27F12N11O8S4Zn at a distorted geometry from OMol25. Energies are from ωB97M-V/def2-TZVPD.

ORCA input file:
```
! RIJCOSX wB97M-V def2-TZVPD def2/J DEFGRID3
* xyz 0 1
Zn 1.888 -0.589 1.483
C -1.634 0.982 0.701
F -2.433 1.808 0.042
F -1.761 1.118 1.986
F -1.887 -0.251 0.300
S 0.131 1.589 0.312
O 0.092 2.564 -0.712
O 0.628 1.952 1.613
N 0.998 0.144 -0.038
S 0.717 -0.356 -1.559
O 1.034 -1.749 -1.648
O -0.499 0.100 -2.140
C 2.098 0.567 -2.476
F 2.559 1.599 -1.745
F 3.073 -0.288 -2.678
F 1.609 1.085 -3.572
C 0.621 -3.627 8.233
F 1.521 -2.658 8.375
F 1.147 -4.565 7.440
F 0.357 -4.178 9.400
S -0.959 -2.915 7.443
O -1.044 -3.202 6.034
O -2.033 -3.578 8.136
N -0.974 -1.320 7.934
S -0.365 -0.482 6.730
O 0.148 0.759 7.251
O 0.549 -1.187 5.857
C -1.770 0.087 5.625
F -2.674 -0.865 5.422
F -2.371 1.127 6.193
F -1.221 0.448 4.463
C -1.475 2.945 -4.116
C -2.791 2.843 -4.777
N -3.803 2.852 -5.320
H -0.877 2.063 -4.343
H -1.667 2.920 -3.046
H -1.034 3.854 -4.513
C 2.659 -5.356 -1.511
C 2.857 -4.226 -2.399
N 3.032 -3.293 -3.047
H 2.987 -5.192 -0.485
H 3.078 -6.292 -1.866
H 1.581 -5.497 -1.379
C -1.546 -3.509 -0.031
C -2.103 -3.989 -1.290
N -2.509 -4.376 -2.289
H -1.651 -4.196 0.803
H -2.054 -2.582 0.230
H -0.503 -3.252 -0.223
C -0.164 5.778 0.619
C -0.782 5.422 -0.653
N -1.247 5.146 -1.666
H -0.954 5.834 1.363
H 0.352 6.736 0.527
H 0.659 5.121 0.897
C -3.439 -0.093 -3.029
C -4.570 0.189 -3.901
N -5.462 0.431 -4.581
H -2.780 0.766 -3.148
H -2.963 -1.010 -3.374
H -3.718 -0.194 -1.984
C 4.067 3.351 0.850
C 3.880 1.920 1.077
N 3.673 0.812 1.297
H 4.356 3.735 1.830
H 3.212 3.817 0.377
H 4.996 3.376 0.271
C -4.517 1.847 3.040
C -5.620 2.090 3.958
N -6.499 2.251 4.672
H -4.272 0.792 2.965
H -3.632 2.406 3.348
H -4.785 2.329 2.096
C 5.131 0.442 -4.873
C 6.281 -0.227 -4.257
N 7.201 -0.693 -3.758
H 4.221 -0.119 -4.694
H 5.282 0.585 -5.939
H 5.079 1.404 -4.361
C 0.688 -2.807 -5.556
C 1.255 -1.475 -5.760
N 1.726 -0.440 -5.896
H -0.396 -2.726 -5.478
H 1.184 -3.182 -4.664
H 0.834 -3.453 -6.419
*
```

## Properties
**LUMO energy**: -6.0 eV
**Maximum force**: 3.4 eV/Å
**Molar mass**: 995.16 g mol⁻¹
**HOMO level**: -9.516 eV
**Electronic energy**: -180381.5624 eV

Atomic partial charges in e from the Mulliken method, atoms 1 to 4: number 1, Zn, carries 0.547; number 2, C, carries 0.423; number 3, F, carries -0.195; number 4, F, carries -0.158

Entry 7:
Here is 5 unconnected molecules or ions with the total composition C22H27F3O2S2 at a distorted geometry from OMol25. Energies are from ωB97M-V/def2-TZVPD.

ORCA input file:
```
! RIJCOSX wB97M-V def2-TZVPD def2/J DEFGRID3
* xyz 0 1
F 44.423 -5.164 11.513
C 43.888 -4.423 10.517
C 42.528 -4.464 10.297
C 41.985 -3.641 9.313
C 42.793 -2.775 8.595
C 44.163 -2.764 8.829
C 44.723 -3.616 9.766
H 41.900 -5.110 10.896
H 40.924 -3.711 9.112
H 42.378 -2.167 7.802
H 44.813 -2.071 8.311
H 45.793 -3.663 9.925
F 47.148 -9.925 11.011
C 48.151 -9.352 11.710
C 49.076 -10.164 12.338
C 50.102 -9.557 13.052
C 50.202 -8.174 13.110
C 49.274 -7.382 12.443
C 48.203 -7.977 11.796
H 48.966 -11.239 12.305
H 50.866 -10.159 13.529
H 51.000 -7.684 13.652
H 49.387 -6.308 12.498
H 47.444 -7.408 11.268
F 47.782 0.840 12.795
C 47.776 -0.487 12.522
C 48.944 -1.065 12.040
C 48.938 -2.424 11.800
C 47.787 -3.175 12.024
C 46.636 -2.554 12.459
C 46.616 -1.203 12.705
H 49.774 -0.403 11.835
H 49.825 -2.911 11.412
H 47.808 -4.234 11.805
H 45.744 -3.139 12.651
H 45.731 -0.713 13.090
C 47.815 -7.566 15.417
S 47.375 -5.822 15.330
O 48.492 -5.143 14.613
C 46.068 -5.948 14.131
H 47.157 -8.002 16.177
H 48.819 -7.578 15.831
H 47.665 -8.088 14.481
H 46.485 -5.754 13.145
H 45.317 -5.183 14.336
H 45.535 -6.900 14.097
C 49.686 -5.545 18.197
S 48.897 -6.737 19.268
O 47.649 -7.168 18.584
C 50.107 -8.051 19.075
H 50.564 -5.103 18.668
H 48.943 -4.743 18.105
H 49.899 -5.856 17.173
H 51.057 -7.655 19.443
H 50.203 -8.337 18.027
H 49.814 -8.923 19.653
*
```

## Properties
**LUMO energy**: 0.6 eV
**Maximum force**: 1.2 eV/Å
**Molar mass**: 444.58 g mol⁻¹
**HOMO level**: -8.673 eV
**Electronic energy**: -57167.9526 eV

Atomic partial charges in e from the Mulliken method, atoms 1 to 4: number 1, F, carries -0.173; number 2, C, carries 0.504; number 3, C, carries -0.642; number 4, C, carries -0.284